Record 1
{
  "formula": "C23H50NO6P2PtSi",
  "method": "ωB97M-V/def2-TZVPD",
  "e_above_lowest_kcal_mol": 20.43,
  "charge": 3,
  "gap_ha": [0.258, 0.175],
  "total_energy_ha": -2503.0750,
  "fmax_ha_per_bohr": 0.0830,
  "e_lumo_ev": [-8.82, -13.03],
  "s_squared": 6.0609,
  "spin_multiplicity": 5,
  "species": ["Pt", "P", "C", "C", "N", "C", "C", "C", "C", "C", "P", "H", "H", "H", "H", "H", "H", "H", "H", "O", "H", "H", "O", "H", "C", "H", "H", "H", "C", "H", "H", "H", "C", "H", "H", "H", "C", "H", "H", "H", "C", "C", "C", "C", "O", "Si", "O", "O", "C", "C", "C", "C", "O", "C", "C", "C", "C", "H", "H", "H", "H", "H", "H", "H", "H", "H", "H", "H", "H", "H", "H", "H", "H", "H", "H", "H", "H", "H", "H", "H", "H", "H", "H", "H"],
  "xyz": [[-0.164261, -0.349959, 0.081489], [2.007747, -1.114922, 0.231174], [2.099158, -1.781459, -1.401316], [0.964496, -1.795507, -2.237051], [-0.204435, -1.196390, -1.732040], [-1.393479, -1.267387, -2.365707], [-1.481795, -2.100186, -3.474508], [-0.357504, -2.561522, -4.160749], [0.885149, -2.304562, -3.594762], [-2.592600, -0.536368, -1.800519], [-2.048498, 0.892165, -0.763405], [1.759993, -2.712294, -4.094094], [-2.489051, -2.215674, -3.837586], [-0.533268, -3.175164, -5.060309], [-3.289266, -0.232212, -2.590957], [-3.181172, -1.247702, -1.210712], [2.586818, 1.606352, -4.004643], [3.012976, -2.053185, -1.905579], [1.382908, 3.809619, -0.301396], [2.809647, 2.357134, -3.385957], [3.138938, 3.065791, -4.015513], [-0.639092, 1.140302, -0.300591], [0.627218, 3.936968, 0.317832], [-0.259960, 3.926794, -0.214335], [-2.068899, 2.136136, -2.119134], [-2.970667, 2.057150, -2.750695], [-2.025049, 3.140396, -1.680253], [-1.173304, 1.991249, -2.735654], [-3.542048, 1.255070, 0.245523], [-3.323160, 2.082982, 0.936346], [-4.431927, 1.584824, -0.330948], [-3.864177, 0.393276, 0.855406], [1.896688, -2.566903, 1.265777], [2.872548, -3.044313, 1.192510], [1.638463, -2.383644, 2.304074], [1.159508, -3.233602, 0.829110], [3.237419, 0.058766, 0.789280], [3.105387, 0.232917, 1.862867], [4.256285, -0.335858, 0.649063], [3.160816, 1.034806, 0.290857], [0.623613, 3.976561, 3.675425], [1.613788, 2.936978, 4.175433], [2.748796, 2.733573, 3.190962], [2.164730, 3.363587, 5.523893], [0.910459, 1.701180, 4.438988], [0.131066, 0.592038, 3.513383], [-0.046884, 0.884003, 1.973071], [1.098975, -0.770118, 3.527016], [1.508262, -1.502039, 4.716255], [0.907491, -2.929121, 4.691833], [3.038838, -1.590242, 4.655222], [1.072430, -0.785825, 5.993665], [-1.283250, 0.293086, 4.259712], [-2.510278, -0.436138, 4.073326], [-2.445387, -1.472037, 2.955917], [-2.836721, -1.124993, 5.390879], [-3.555490, 0.647195, 3.835462], [1.128941, 4.945749, 3.562935], [-0.196202, 4.116370, 4.387984], [0.191406, 3.703163, 2.711101], [3.350589, 3.647415, 3.158839], [3.393641, 1.920667, 3.528841], [2.407672, 2.491779, 2.182325], [1.345327, 3.514194, 6.234987], [2.820325, 2.573603, 5.896693], [2.742461, 4.290587, 5.468518], [1.232137, -3.476579, 3.783922], [1.250197, -3.481980, 5.598097], [-0.199721, -2.872918, 4.711497], [3.445644, -0.560717, 4.618251], [3.368801, -2.151150, 5.557856], [3.341101, -2.087014, 3.711570], [1.486519, 0.223646, 6.058848], [-0.013189, -0.697701, 6.082659], [1.411702, -1.345090, 6.876227], [-1.733170, -2.272214, 3.192583], [-3.421452, -1.966165, 2.860700], [-2.194897, -1.034087, 1.976796], [-2.871790, -0.397190, 6.212094], [-3.816133, -1.606146, 5.309727], [-2.116076, -1.913532, 5.630145], [-3.562692, 1.339851, 4.694250], [-3.291641, 1.257985, 2.962135], [-4.527988, 0.154603, 3.698085]],
  "forces_ev_per_angstrom": [[-0.13, 0.53, 3.52], [-0.45, 0.31, 0.39], [0.17, 0.27, -1.80], [-1.09, 0.68, -0.83], [-0.23, -1.00, -0.87], [1.04, -0.65, 0.09], [-0.63, 0.75, -0.63], [-0.60, -0.09, 0.62], [0.26, -0.84, 1.00], [0.55, -1.07, 0.01], [-3.69, 0.26, -2.14], [0.10, 0.28, 0.26], [-0.05, -0.41, -0.46], [0.54, 0.57, 0.40], [0.35, 0.26, 0.06], [0.20, 0.06, 0.31], [0.45, 1.26, 0.91], [0.35, -0.29, 0.26], [-1.10, 0.30, 0.24], [-0.01, -0.12, -2.00], [-0.51, -1.17, 1.15], [0.50, 2.24, -0.02], [-1.78, -0.53, -1.55], [2.93, 0.25, 1.18], [0.51, 0.40, 0.40], [0.32, -0.11, 0.48], [-0.01, -0.12, -0.21], [-0.16, 0.06, 0.04], [0.09, 0.25, 0.94], [0.04, -0.24, -0.17], [0.84, -0.28, -0.32], [0.40, 0.25, -0.31], [0.50, -0.44, 0.05], [0.12, -0.35, 0.17], [0.14, 0.27, -0.40], [-0.08, -0.15, -0.13], [1.08, 0.08, -0.12], [-0.23, -0.26, -0.17], [-0.23, 0.12, -0.04], [-0.10, -0.43, -0.10], [-1.14, 0.39, -0.42], [0.74, 0.39, 1.06], [0.26, -0.34, -0.50], [-0.04, -0.13, 0.37], [-0.22, 0.32, -0.71], [-1.00, -1.57, 1.56], [-0.53, -0.33, -2.86], [-0.07, 0.19, 1.02], [0.13, 0.48, 0.86], [-0.32, -0.35, -0.19], [0.07, 0.03, -0.35], [-0.03, -0.41, 0.27], [1.51, 0.08, -0.39], [-0.60, 0.27, 0.30], [0.02, -0.13, -0.12], [0.03, -0.15, 0.25], [-0.04, 0.14, -0.10], [0.08, -0.39, 0.04], [0.23, -0.09, 0.03], [0.18, -0.01, -0.02], [-0.18, -0.14, -0.04], [0.07, 0.02, 0.16], [-0.19, 0.19, 0.03], [0.18, -0.05, -0.08], [0.03, 0.10, 0.14], [-0.14, -0.16, -0.16], [-0.21, 0.16, 0.70], [-0.20, 0.47, -0.74], [0.63, -0.06, 0.01], [-0.05, -0.53, 0.33], [0.09, 0.45, -0.80], [0.04, 0.01, 0.71], [0.11, -0.07, -0.06], [0.05, -0.01, -0.10], [0.01, 0.08, -0.32], [0.03, 0.24, -0.08], [0.17, 0.22, 0.03], [0.02, 0.00, 0.19], [0.04, -0.23, -0.22], [0.09, 0.12, 0.05], [-0.01, 0.15, 0.00], [-0.24, -0.44, -0.29], [-0.14, -0.27, 0.11], [0.11, 0.45, 0.07]]
}

---

Record 2
{
  "formula": "C23H51CsN3NbO5Si",
  "method": "ωB97M-V/def2-TZVPD",
  "charge": 2,
  "gap_ha": [0.120, 0.120],
  "total_energy_ha": -1813.5978,
  "fmax_ha_per_bohr": 0.0796,
  "e_lumo_ev": [-10.93, -10.93],
  "spin_multiplicity": 1,
  "species": ["N", "C", "O", "Cs", "Nb", "N", "N", "C", "C", "C", "C", "C", "C", "C", "C", "H", "H", "H", "H", "H", "H", "H", "H", "H", "H", "H", "H", "H", "H", "H", "H", "H", "H", "C", "H", "H", "H", "C", "H", "H", "H", "C", "C", "C", "C", "O", "Si", "O", "O", "C", "C", "C", "C", "O", "C", "C", "C", "C", "H", "H", "H", "H", "H", "H", "H", "H", "H", "H", "H", "H", "H", "H", "H", "H", "H", "H", "H", "H", "H", "H", "H", "H", "H", "H", "H"],
  "xyz": [[-2.233688, -0.823312, -1.286392], [-4.828593, -0.206627, 0.432405], [-5.741957, -0.634297, -0.086576], [-3.302569, -2.527078, -3.120129], [-0.543031, -0.422789, -1.597943], [-0.776529, 1.025212, -3.128918], [0.163457, -2.213804, -2.551415], [-1.857908, 2.046636, -3.295443], [0.523665, -3.456152, -1.767355], [-3.155728, 1.418116, -3.824877], [-1.431652, 3.139564, -4.303403], [-2.110515, 2.681255, -1.926987], [0.832853, -4.625444, -2.733365], [1.765770, -3.161412, -0.901704], [-0.623664, -3.898425, -0.854433], [-2.989969, 0.929592, -4.796678], [-3.898420, 2.227286, -3.959108], [-3.582916, 0.689835, -3.114986], [-0.549683, 3.689067, -3.942146], [-2.247750, 3.870881, -4.430407], [-1.222836, 2.711339, -5.294190], [-2.600612, 1.971252, -1.242526], [-2.756777, 3.568365, -2.057512], [-1.158792, 3.008397, -1.479247], [0.153325, -4.642696, -3.593234], [0.703793, -5.593199, -2.221511], [1.870703, -4.604451, -3.094796], [2.603996, -2.822016, -1.526759], [2.076338, -4.068693, -0.344032], [1.556903, -2.356714, -0.181203], [-1.028282, -3.081092, -0.241847], [-0.228581, -4.665962, -0.162586], [-1.468195, -4.330088, -1.424901], [1.075263, -1.961979, -3.683925], [0.525966, -1.404514, -4.445406], [2.018612, -1.415134, -3.469544], [1.367164, -2.888591, -4.200666], [0.358111, 1.163260, -4.040851], [0.790029, 2.181065, -4.060983], [1.170948, 0.516729, -3.700694], [0.098536, 0.865831, -5.076950], [0.203680, 3.999537, 1.083960], [1.368186, 3.014474, 1.061676], [1.715192, 2.604419, -0.358776], [2.584987, 3.562559, 1.792591], [1.029917, 1.824235, 1.912006], [0.366257, 0.365667, 1.620978], [0.436550, 0.008344, 0.055463], [1.171125, -0.823917, 2.387056], [2.525774, -0.775385, 3.041090], [3.622235, -0.567320, 2.005312], [2.572904, 0.315801, 4.093899], [2.580339, -2.166406, 3.655836], [-1.112549, 0.545552, 2.299110], [-1.963597, -0.334683, 3.185373], [-2.321031, -1.592191, 2.408622], [-1.240447, -0.697474, 4.472121], [-3.176782, 0.546060, 3.468772], [0.475239, 4.930702, 0.548703], [-0.035179, 4.274251, 2.114161], [-0.696065, 3.595296, 0.605879], [2.080129, 3.489190, -0.913060], [2.523756, 1.867387, -0.387460], [0.856641, 2.241244, -0.941119], [2.308677, 3.786022, 2.827260], [3.381177, 2.806808, 1.790947], [2.962071, 4.478012, 1.306799], [3.600260, 0.434144, 1.553008], [4.611050, -0.677604, 2.490105], [3.572173, -1.328150, 1.219707], [1.763224, 0.208180, 4.822384], [3.516829, 0.219250, 4.659235], [2.556110, 1.326366, 3.671224], [1.747815, -2.275350, 4.361943], [2.460702, -2.908441, 2.858906], [3.534119, -2.341419, 4.181998], [-1.440638, -2.229232, 2.260045], [-3.045411, -2.187400, 2.988661], [-2.768057, -1.348679, 1.440412], [-0.930939, 0.191931, 5.027261], [-1.928688, -1.251560, 5.136231], [-0.375520, -1.350110, 4.306533], [-2.841549, 1.435990, 4.012238], [-3.631027, 0.859342, 2.525814], [-3.936421, 0.025347, 4.080320]],
  "forces_ev_per_angstrom": [[1.50, 0.46, 0.25], [-1.01, -0.28, -0.59], [0.88, 0.32, 0.44], [-0.84, -0.75, -0.65], [0.30, 0.18, 0.53], [-0.05, -0.07, -0.06], [1.11, 0.92, 1.15], [0.72, 0.70, -0.40], [-0.43, -0.67, -0.50], [-0.47, -0.46, -0.08], [-0.18, 0.08, 0.03], [0.15, -0.02, 0.43], [0.27, -0.29, -0.01], [0.40, 0.53, 0.18], [-0.29, 0.18, 0.19], [-0.07, 0.19, 0.19], [0.41, -0.41, 0.03], [0.26, 0.28, -0.12], [-0.31, -0.09, -0.17], [0.32, -0.37, 0.15], [-0.04, 0.23, 0.26], [0.04, 0.22, -0.02], [0.18, -0.49, 0.12], [-0.39, -0.01, -0.15], [0.06, 0.04, 0.10], [0.05, 0.48, 0.00], [-0.35, 0.01, 0.04], [-0.15, -0.24, 0.14], [-0.27, 0.46, -0.43], [0.01, -0.28, -0.01], [0.18, -0.05, 0.01], [-0.38, 0.34, -0.38], [0.45, 0.00, 0.21], [-0.55, -0.50, -0.76], [0.14, 0.19, 0.08], [-0.46, -0.23, 0.39], [-0.01, 0.22, 0.47], [0.38, -0.26, 0.57], [-0.50, -0.30, -0.05], [-0.09, 0.05, -0.12], [-0.01, 0.17, 0.33], [0.11, 0.31, -0.06], [-0.21, -1.08, 1.07], [0.43, 0.53, -0.66], [0.20, 0.35, -0.36], [0.21, 0.98, -1.70], [-0.07, 0.93, 3.49], [-1.64, -0.94, -3.63], [1.04, 0.45, -0.07], [-0.98, -0.27, -0.31], [0.39, -0.09, 0.00], [0.39, 0.13, 0.52], [0.36, 0.02, 0.21], [-0.54, -1.27, 0.09], [0.52, 0.65, -0.79], [-0.25, -0.32, 0.13], [-0.02, -0.23, 0.43], [-0.07, -0.10, 0.15], [-0.03, -0.45, 0.22], [-0.05, -0.10, -0.13], [0.13, -0.07, 0.18], [-0.08, -0.22, 0.34], [-0.19, -0.04, 0.06], [0.09, -0.02, 0.30], [0.10, 0.00, -0.18], [-0.14, 0.24, 0.03], [-0.11, -0.29, 0.22], [-0.17, -0.24, 0.11], [-0.46, 0.07, -0.15], [-0.07, 0.09, 0.02], [0.02, 0.02, -0.19], [-0.30, -0.03, -0.22], [-0.13, -0.35, 0.03], [0.28, -0.05, -0.11], [0.08, 0.03, 0.18], [-0.38, 0.05, -0.19], [0.01, 0.16, 0.00], [0.18, 0.19, -0.20], [0.09, 0.02, 0.13], [0.05, -0.02, -0.18], [0.14, 0.23, -0.34], [-0.16, 0.28, -0.11], [-0.13, -0.13, -0.09], [0.04, -0.01, 0.18], [0.40, 0.15, -0.26]]
}